Formula: C2H8NS2
Source: the Open Molecules 2025 dataset
Level of theory: ωB97M-V/def2-TZVPD

* charge: +1
* LUMO: -5.57 eV
* HOMO-LUMO gap: 6.798 eV

```
13
Properties=species:S:1:pos:R:3:forces:R:3
C 2.2280 -0.4802 -1.7155 -0.613 -1.063 -0.260
N 0.9695 -0.6004 -1.7638 -1.767 0.723 0.467
H 2.6827 0.4968 -1.6387 0.132 -0.016 -0.026
H 2.7391 -1.4336 -1.7792 0.661 0.325 0.089
H 0.3843 -1.4348 -1.7308 1.017 -0.740 -0.241
H 0.2806 0.1420 -1.6367 0.624 0.729 -0.089
C -0.9462 1.4068 1.5087 1.055 0.640 1.008
S -0.6711 -0.2549 0.8481 -0.293 0.301 0.074
S -2.0513 -1.3731 1.8626 -0.168 -0.489 -0.124
H -1.3295 2.2077 0.8836 -0.294 -0.439 -0.434
H 0.0399 1.7234 1.8713 0.009 0.056 -0.353
H -1.4904 1.3839 2.4503 -0.449 -0.354 -0.227
H -2.8356 -1.7836 0.8400 0.088 0.327 0.116
```
Forces are in eV/Å.

=====

Formula: C2H8O10Y
Source: the Open Molecules 2025 dataset
Level of theory: ωB97M-V/def2-TZVPD

* charge: -1
* LUMO: 2.27 eV
* HOMO-LUMO gap: 6.292 eV

```
21
Properties=species:S:1:pos:R:3:forces:R:3
Y 0.0356 0.1886 0.0919 1.268 0.703 -1.820
C -1.0698 1.0733 2.1893 -3.457 -2.848 -0.751
O -0.4972 -0.1149 2.0859 2.094 -1.557 1.570
O -2.0163 1.0596 2.9917 0.064 2.660 0.572
O -0.8675 1.7821 1.1117 -0.448 2.711 2.161
C 0.5197 0.6811 -2.3964 -4.985 3.487 -1.083
O 0.0616 1.6592 -1.5390 1.081 0.122 -1.748
O 0.0903 0.5917 -3.5700 1.014 0.390 0.045
O 1.0368 -0.2326 -1.7538 3.873 -4.253 0.427
O -2.1636 0.1597 -0.7924 -2.269 -0.647 -0.116
H -2.6684 0.1913 -1.6322 0.891 0.227 0.553
H -2.8487 0.0792 -0.0934 0.592 0.345 -0.419
O -0.5021 -2.0358 -0.3632 -1.540 -1.986 0.381
H -1.2460 -2.3211 0.1914 0.332 0.371 0.799
H -0.8577 -2.4145 -1.1674 0.666 0.367 -1.136
O 1.7335 -1.4132 0.8319 -1.648 -2.157 1.695
H 1.5803 -2.3133 1.2292 -0.452 1.518 -0.509
H 2.6327 -1.4752 0.6571 2.678 0.502 -0.947
O 2.1291 1.3308 0.5187 0.447 -0.469 0.301
H 2.5854 1.9747 -0.0123 -0.166 0.367 -0.654
H 2.3324 1.5493 1.4214 -0.035 0.148 0.678
```
Forces are in eV/Å.

=====

Formula: C2H8O2
Source: the Open Molecules 2025 dataset
Level of theory: ωB97M-V/def2-TZVPD

* LUMO: -0.30 eV
* HOMO-LUMO gap: 9.930 eV

```
12
Properties=species:S:1:pos:R:3:forces:R:3
C -0.1220 1.5631 2.5405 0.329 3.599 2.216
C 0.4355 -1.4146 -2.2865 1.943 -2.804 0.592
H -0.3047 1.1429 0.7232 -0.424 -2.643 -2.062
H 0.2837 2.5373 2.9581 0.092 -1.070 -0.092
H -1.0531 1.5604 3.2182 0.796 -1.062 -1.600
H 0.6620 0.8334 2.7602 -0.568 -0.365 -0.137
H -1.4238 -2.2955 -2.0500 2.277 4.722 3.299
H 1.4659 -1.4418 -1.7572 -1.913 0.852 -0.146
H 0.6277 -2.4881 -2.8415 -1.372 2.314 1.282
H 0.4249 -0.6816 -3.0598 -0.002 0.652 -0.426
O -0.2439 1.9264 1.1814 -0.246 1.503 1.638
O -0.7522 -1.2419 -1.3867 -0.914 -5.699 -4.563
```
Forces are in eV/Å.

=====

Formula: C2H8O2
Source: the Open Molecules 2025 dataset
Level of theory: ωB97M-V/def2-TZVPD

* LUMO: 0.79 eV
* SMILES string: CO.CO
* HOMO-LUMO gap: 10.935 eV

```
12
Properties=species:S:1:pos:R:3:forces:R:3
C -0.7144 1.6794 2.0262 0.136 -0.183 0.147
O -0.0012 1.2369 0.8830 0.063 -0.283 -0.077
H -1.6280 2.2033 1.7374 0.075 0.156 0.096
H -0.9925 0.8012 2.6117 -0.052 -0.042 -0.172
H -0.0905 2.2853 2.6853 -0.097 0.229 -0.078
H 0.6429 1.8896 0.6011 -0.123 0.153 0.106
C 0.2746 -1.5862 -0.8397 0.173 0.346 -0.301
O 0.3963 -1.4387 -2.2624 0.268 0.059 0.287
H -0.6294 -1.0874 -0.5125 -0.312 -0.134 -0.053
H 1.0731 -1.0526 -0.3239 0.137 -0.208 0.064
H 0.2648 -2.6414 -0.5629 0.007 0.024 0.065
H 1.3184 -1.2225 -2.4436 -0.275 -0.117 -0.085
```
Forces are in eV/Å.

=====

Formula: C2H8O2
Source: the Open Molecules 2025 dataset
Level of theory: ωB97M-V/def2-TZVPD

* charge: +1
* <S²>: 0.754
* LUMO (spin up / spin down): -4.13 / -10.69 eV
* 2S+1: 2
* HOMO-LUMO gap (spin up / spin down): 10.307 / 3.594 eV

```
12
Properties=species:S:1:pos:R:3:forces:R:3
C 0.0264 1.7263 -0.4239 -1.925 -0.690 -0.502
O -0.9150 1.7766 0.6446 -0.493 1.088 -0.187
H -1.4063 2.6299 0.5958 0.536 -0.892 0.223
H 0.2040 0.6355 -0.4645 1.426 0.745 0.102
H 0.7949 2.4907 -0.3424 0.565 -0.654 0.113
H -0.4731 1.8263 -1.3997 -0.017 0.508 0.119
C 0.2750 -1.9581 -0.1498 0.343 -0.024 0.366
O 0.9222 -1.6904 1.0298 0.217 0.072 0.002
H 0.3357 -1.3340 1.7333 -0.161 0.150 0.039
H -0.4856 -2.7315 0.1406 -0.314 0.239 -0.355
H -0.2820 -1.0508 -0.5073 -0.241 -0.419 0.282
H 1.0039 -2.3205 -0.8565 0.064 -0.123 -0.203
```
Forces are in eV/Å.

=====

Formula: C2H8O3
Source: the Open Molecules 2025 dataset
Level of theory: ωB97M-V/def2-TZVPD

* charge: -1
* <S²>: 0.753
* LUMO (spin up / spin down): 4.10 / 3.97 eV
* 2S+1: 2
* HOMO-LUMO gap (spin up / spin down): 3.245 / 9.057 eV

```
13
Properties=species:S:1:pos:R:3:forces:R:3
O 1.4914 0.4733 -0.9839 -0.710 0.503 0.008
C 0.5653 1.2527 -0.6926 0.773 -0.810 0.040
C -0.6892 0.8475 -0.0448 -0.896 0.046 0.727
H 0.6932 2.3371 -0.8424 0.123 0.135 0.070
H -1.0542 -0.1175 -0.3486 -0.160 0.059 -0.726
H -1.4550 1.6268 -0.1055 -0.022 -0.191 -0.320
H -0.7051 0.6167 1.0727 0.765 0.407 0.151
H -0.1010 -1.7264 -1.7151 0.132 0.388 0.000
H -1.5089 -2.2600 -1.6471 -0.080 0.068 -0.009
O -0.9855 -1.5711 -2.0725 -0.010 -0.549 -0.091
H 0.5220 -0.2341 2.2377 -0.016 -0.168 0.083
H 1.7311 -0.9955 2.8584 -0.331 0.201 -0.160
O 1.4959 -0.2495 2.2837 0.433 -0.091 0.225
```
Forces are in eV/Å.

=====

Formula: C2H8O3
Source: the Open Molecules 2025 dataset
Level of theory: ωB97M-V/def2-TZVPD

* LUMO: 0.68 eV
* SMILES string: OCCO.O
* HOMO-LUMO gap: 11.199 eV

```
13
Properties=species:S:1:pos:R:3:forces:R:3
O 1.8779 1.5435 0.4192 0.890 1.469 -0.263
C 0.7934 0.8993 1.0010 -1.155 -0.635 0.606
C 0.2189 -0.1619 0.0312 -0.434 0.614 0.177
O 0.0385 0.4344 -1.2606 0.618 -0.134 0.299
H 1.7991 2.4828 0.6877 0.440 -0.895 -0.470
H 1.0907 0.4641 1.9745 -0.247 -0.102 -0.365
H 0.0208 1.6674 1.1976 -0.034 -0.591 -0.049
H -0.7894 -0.4250 0.4047 0.497 -0.017 -0.214
H 0.8064 -1.0975 -0.0394 0.035 0.527 0.128
H 0.8909 0.8661 -1.4787 -0.637 -0.277 0.192
O -2.5619 -2.3853 -0.7863 0.941 0.473 -0.514
H -1.7102 -2.8198 -1.0189 -0.906 0.537 0.196
H -2.4750 -1.4681 -1.1320 -0.007 -0.969 0.277
```
Forces are in eV/Å.

=====

Formula: C2H8O4
Source: the Open Molecules 2025 dataset
Level of theory: ωB97M-V/def2-TZVPD

* LUMO: 0.56 eV
* SMILES string: CC(=O)O.O.O
* HOMO-LUMO gap: 11.536 eV

```
14
Properties=species:S:1:pos:R:3:forces:R:3
C -0.9689 -0.7373 -1.3334 0.529 -0.080 0.313
C 0.1871 -0.2831 -0.4785 -0.455 0.360 -0.617
O 0.0999 0.2780 0.5936 0.047 -0.186 0.346
O 1.3383 -0.4197 -1.1270 0.308 0.120 0.198
H -1.0434 0.0534 -2.0847 -0.250 -0.291 -0.144
H -0.7080 -1.6897 -1.7905 -0.053 0.121 -0.243
H -1.8917 -0.8291 -0.7772 -0.047 0.181 0.110
H 2.0343 0.0408 -0.6074 0.062 -0.274 0.042
O 2.9728 0.2568 1.1266 -0.254 0.111 0.090
H 2.0655 0.1027 1.4342 -0.010 -0.022 -0.043
H 3.1879 1.1021 1.5369 0.173 -0.014 -0.123
O -2.6765 1.0014 1.0480 0.154 -0.557 0.224
H -1.7056 0.9638 0.9713 -0.251 -0.019 0.047
H -2.8916 0.1601 1.4880 0.047 0.550 -0.199
```
Forces are in eV/Å.